1.
C6H10 | wB97M-V/def2-TZVPD

Geometry as XYZ:
```
16
Properties=species:S:1:pos:R:3:lowdin_charge:R:1
C -0.977 0.323 0.529 -0.2485
H -1.373 -1.287 -0.508 0.0982
H 0.780 -1.001 -2.215 0.1041
H -0.738 -1.474 1.564 0.0745
H 1.494 0.208 1.231 0.0706
H 1.341 1.993 0.820 0.0692
C -0.778 -0.411 -0.775 -0.2172
C 1.273 0.635 -0.822 -0.1998
C 0.692 -0.704 -1.162 -0.1881
H -1.222 1.383 0.534 0.1094
C 1.375 0.969 0.467 -0.0429
H 1.179 1.399 -1.594 0.1052
C -1.172 -0.473 1.578 -0.0135
H -1.285 0.143 -1.575 0.1163
H 1.100 -1.521 -0.550 0.1113
H -1.688 -0.181 2.477 0.0512
```

Computed properties:
net charge: 0
frontier orbital gap: 9.90 eV
structure (SMILES): C=CCCC=C
DFT total energy: -234.51457 Ha


2.
C6H10 | wB97M-V/def2-TZVPD

Geometry as XYZ:
```
16
Properties=species:S:1:pos:R:3:lowdin_charge:R:1
H -2.387 -1.118 -0.429 0.0503
H -2.059 1.767 0.316 0.1153
H 0.775 -2.111 -0.763 0.0618
C 0.745 -0.097 0.016 -0.3909
H -2.109 -0.545 1.309 0.0758
H -1.649 1.100 -1.277 0.1176
H -0.349 -1.897 0.611 0.0381
H 2.783 -0.676 -0.541 0.0727
C 0.250 -1.403 -0.120 0.0356
C -1.977 -0.379 0.239 -0.0011
H 2.651 0.375 0.850 0.0799
H 0.295 1.875 0.660 0.1031
C 2.226 0.168 -0.131 -0.0650
C -0.093 0.964 0.219 -0.0804
C -1.536 0.947 -0.197 -0.2840
H 2.433 1.030 -0.761 0.0711
```

Computed properties:
net charge: 0
frontier orbital gap (alpha / beta): 8.01 / 7.83 eV
DFT total energy: -234.46369 Ha


3.
C6H10BaO13 | wB97M-V/def2-TZVPD

Geometry as XYZ:
```
30
Properties=species:S:1:pos:R:3:lowdin_charge:R:1
Ba 1.096 -0.044 0.177 2.0691
H -1.456 -3.626 1.515 0.0709
O 2.468 3.929 2.605 -0.0300
O 1.986 2.999 -3.618 0.0390
O -1.071 1.711 0.154 -0.1663
C 1.584 2.795 -2.345 -0.8390
H 2.148 2.084 -3.890 0.0845
H -2.969 -2.852 2.040 0.0670
H -3.009 -4.046 0.687 0.0633
H -1.532 -2.583 -0.627 0.1072
C 1.677 -2.929 -1.310 -0.8793
C -2.272 2.059 0.359 -0.8117
O 1.191 3.758 -1.669 0.0000
O 3.787 2.144 3.005 0.0270
C -2.432 -3.269 1.188 -0.0776
O 1.817 -1.825 -1.843 -0.1651
H -3.975 1.788 0.584 0.1027
H -3.056 -1.699 -0.264 0.1143
O -3.268 1.130 0.470 0.0233
O 1.768 -4.028 -2.175 0.0369
H 4.215 2.963 3.300 0.0855
H -2.180 -0.355 0.783 0.0307
O 2.007 1.912 1.750 -0.2465
O -1.509 -1.049 0.762 -0.2238
C -2.159 -2.156 0.159 -0.3020
O 1.502 1.566 -1.991 -0.2650
O -2.561 3.245 0.611 -0.0264
C 2.685 2.710 2.439 -0.8447
H 2.127 -3.323 -2.766 0.0869
O 1.392 -3.009 -0.093 -0.1310
```

Computed properties:
net charge: -2
frontier orbital gap: 6.72 eV
DFT total energy: -1238.54578 Ha


4.
C6H10BeO6 | wB97M-V/def2-TZVPD

Geometry as XYZ:
```
23
Properties=species:S:1:pos:R:3:mulliken_spin:R:1
C -1.482 2.249 0.567 0.1887
H 1.171 2.849 -0.182 0.0073
H 1.209 -0.403 -2.969 -0.0016
H -0.575 -1.679 -1.947 -0.0042
C -0.214 -0.792 -1.409 -0.0196
H -0.303 0.475 -3.075 -0.0021
C 0.476 0.155 -2.369 0.0330
O -0.751 2.214 -0.545 0.1667
O 0.705 -1.215 -0.391 -0.0010
O 1.158 -2.039 1.545 0.0001
H -1.077 -0.322 -0.921 0.0172
C 0.667 1.912 -0.446 0.0517
C 0.185 -1.803 0.672 -0.0015
C 1.177 1.385 -1.769 0.0186
Be -1.937 2.583 -1.596 0.5413
H 0.779 1.193 0.372 0.0056
O -2.744 2.336 0.125 0.0186
H 1.166 2.195 -2.512 -0.0116
H 2.235 1.158 -1.580 -0.0015
H -3.250 1.856 0.905 -0.0079
O -0.978 -2.082 0.833 -0.0002
O -1.316 1.643 1.595 0.0024
H 0.804 -2.542 2.289 0.0000
```

Computed properties:
net charge: +1
2S+1: 2
frontier orbital gap (alpha / beta): 7.63 / 8.58 eV
DFT total energy: -700.51098 Ha
⟨S²⟩: 0.75


5.
C6H10Br6O8S2 | wB97M-V/def2-TZVPD

Geometry as XYZ:
```
32
Properties=species:S:1:pos:R:3:lowdin_charge:R:1
H 25.096 -8.112 19.536 0.1407
O 22.247 -9.772 19.872 -0.2205
H 23.965 -10.048 18.793 0.1258
O 21.929 -9.536 22.535 -0.2430
H 25.674 -15.147 27.444 0.1273
H 27.792 -15.781 28.533 0.1239
C 25.770 -15.291 28.520 -0.2088
S 22.773 -10.057 21.478 0.8002
O 24.163 -9.128 21.139 -0.2186
C 23.345 -9.194 19.066 -0.1764
O 26.846 -15.726 30.328 -0.2166
C 21.898 -17.989 17.217 -1.4697
Br 26.264 -11.407 10.916 0.5240
O 27.074 -18.272 29.621 -0.2422
Br 21.169 -19.576 18.166 0.5194
H 27.603 -14.102 29.260 0.1430
C 25.585 -10.835 12.688 -1.5626
C 24.122 -8.308 19.985 -0.2013
H 25.002 -9.918 12.602 -0.0290
O 25.347 -16.633 28.694 -0.1930
Br 27.016 -10.768 14.014 0.5418
Br 24.161 -12.038 13.280 0.5253
Br 21.500 -16.521 18.486 0.4734
H 23.555 -7.381 20.072 0.1321
H 24.976 -14.639 28.885 0.1285
C 27.185 -15.100 29.131 -0.1667
Br 23.889 -17.964 17.027 0.4963
O 23.049 -11.513 21.663 -0.2727
H 21.470 -17.615 16.288 -0.0194
S 26.134 -17.234 30.015 0.7405
H 23.095 -8.723 18.115 0.1342
O 25.166 -17.585 31.033 -0.2360
```

Computed properties:
net charge: 0
frontier orbital gap: 9.66 eV
DFT total energy: -17076.82030 Ha


6.
C6H10CeO6 | wB97M-V/def2-TZVPD

Geometry as XYZ:
```
23
Properties=species:S:1:pos:R:3:mulliken_spin:R:1
O 0.210 1.352 1.097 0.0009
H -1.821 1.189 -1.256 0.0012
C 0.247 -2.636 -0.501 0.0001
H -0.446 0.303 3.720 0.0003
H -1.974 -1.250 -1.260 -0.0001
H 1.475 0.138 0.024 -0.0002
H -1.131 -0.643 0.179 -0.0004
H 1.909 1.881 0.069 -0.0003
H 0.102 2.492 -1.405 0.0014
H 1.074 1.214 -2.122 -0.0003
O 1.046 -0.303 2.431 -0.0007
C 0.557 0.784 2.250 0.0016
Ce -1.675 3.201 2.306 1.9983
C 1.091 1.161 -0.045 -0.0010
H -1.066 0.491 -2.674 0.0001
C 0.338 1.421 -1.332 0.0005
O 0.070 -1.549 -1.231 0.0001
O -0.389 1.158 3.117 -0.0006
H 1.512 -4.022 -0.356 0.0000
C -1.069 -0.736 -0.912 -0.0002
O -0.500 -3.048 0.354 0.0000
C -0.945 0.613 -1.589 -0.0004
O 1.387 -3.211 -0.864 0.0000
```

Computed properties:
net charge: +2
2S+1: 3
frontier orbital gap (alpha / beta): 6.37 / 6.35 eV
DFT total energy: -1160.50853 Ha
⟨S²⟩: 2.00


7.
C6H10Cl2CuO4 | wB97M-V/def2-TZVPD

Geometry as XYZ:
```
23
Properties=species:S:1:pos:R:3:lowdin_charge:R:1
C -16.793 -3.170 3.271 -0.1860
H -14.426 -13.045 2.104 0.0605
Cu -20.941 -10.121 6.303 0.2869
O -19.164 -5.284 4.506 0.1466
O -16.988 -12.560 3.502 -0.2963
H -16.469 -5.710 5.321 0.1394
H -17.039 -14.609 3.204 0.0691
C -18.112 -4.838 4.170 -0.4819
C -15.854 -4.003 4.125 -0.1593
H -16.689 -3.316 2.196 0.1172
C -16.682 -5.245 4.359 -0.0746
C -16.570 -13.707 2.810 -0.4148
H -17.007 -13.699 1.811 0.0497
Cl -25.742 -9.817 6.218 -0.9914
H -14.960 -14.685 1.974 0.0439
H -16.455 -6.002 3.609 0.1370
C -14.980 -13.818 2.635 -0.4119
Cl -18.100 -9.854 10.326 -0.9921
H -16.603 -2.099 3.342 0.1149
H -15.535 -3.521 5.049 0.1167
O -18.086 -3.575 3.695 0.0129
O -14.188 -14.103 3.801 -0.3973
H -15.006 -4.221 3.475 0.1108
```

Computed properties:
net charge: -3
frontier orbital gap: 2.27 eV
DFT total energy: -3096.13831 Ha


8.
C6H10Cl2MgO4 | wB97M-V/def2-TZVPD

Geometry as XYZ:
```
23
Properties=species:S:1:pos:R:3:lowdin_charge:R:1
O -2.486 0.019 1.188 -0.0786
C -2.061 0.527 2.281 -0.6847
H -2.084 0.130 4.362 0.0892
H -3.327 1.238 3.818 0.0941
Cl 3.553 -0.830 0.349 0.5792
Mg -0.881 0.720 0.257 0.6913
C -0.112 1.585 -1.790 -0.6706
C 1.566 -2.584 -0.245 -0.5698
C 2.680 -1.786 -0.858 -0.6579
C -2.795 0.319 3.561 0.0135
H 1.305 1.509 -3.350 0.0882
O 0.368 2.002 -0.683 -0.0609
H 1.097 -3.218 -0.993 0.0839
H 1.901 -3.177 0.600 0.0758
H 2.298 -1.105 -1.614 0.0695
H 0.756 3.127 -2.970 0.0878
H 3.383 -2.477 -1.321 0.0796
O -1.029 0.703 -1.752 -0.0714
Cl 0.263 -1.537 0.405 0.7022
H -0.307 2.014 -3.890 0.0851
C 0.422 2.098 -3.091 0.0145
H -3.514 -0.489 3.475 0.0844
O -0.998 1.209 2.261 -0.0445
```

Computed properties:
net charge: 0
frontier orbital gap: 10.77 eV
DFT total energy: -1656.24716 Ha


Number 1: maximum force 0.02566 Eh/bohr. Number 2: maximum force 0.01080 Eh/bohr. Number 3: maximum force 0.10805 Eh/bohr. Number 4: maximum force 0.12581 Eh/bohr. Number 5: maximum force 0.08366 Eh/bohr. Number 6: maximum force 0.11294 Eh/bohr. Number 7: maximum force 0.08351 Eh/bohr. Number 8: maximum force 0.01490 Eh/bohr.